Density functional theory data (ωB97M-V/def2-TZVPD) for a molecular structure, C48H44ClN4O4S3Se2V.

Atoms and positions in Å:
V -1.4151 -1.6974 -0.0794
N 0.2821 -1.3656 -1.2020
S 1.6255 -0.8513 -1.0298
N 1.9644 0.6759 -1.6121
S 1.7716 2.0029 -0.8676
N 0.5611 2.3540 0.0145
S -1.0031 1.8335 -0.2864
N -1.4144 0.4934 0.0242
C -1.2716 2.3228 -1.9888
C -1.4518 1.2758 -2.8780
C -1.6428 1.5710 -4.2222
C -1.6649 2.8902 -4.6497
C -1.4962 3.9304 -3.7414
C -1.2944 3.6510 -2.4003
C -1.8355 3.0958 0.6575
C -3.1146 2.7423 1.0621
C -3.8592 3.6547 1.7945
C -3.3227 4.8939 2.1159
C -2.0367 5.2298 1.7127
C -1.2816 4.3275 0.9781
C 3.1424 2.3579 0.2006
C 4.4130 2.1762 -0.3273
C 5.5122 2.4429 0.4693
C 5.3323 2.8805 1.7762
C 4.0551 3.0519 2.2897
C 2.9435 2.7922 1.5001
C 1.9686 3.1838 -2.1774
C 2.0761 4.5209 -1.8128
C 2.1624 5.4785 -2.8074
C 2.1334 5.0944 -4.1445
C 2.0212 3.7570 -4.4882
C 1.9405 2.7835 -3.5010
C 2.3334 -0.7937 0.6087
C 3.6464 -1.1663 0.8639
C 4.1225 -1.0768 2.1636
C 3.2915 -0.6301 3.1824
C 1.9790 -0.2737 2.9108
C 1.4889 -0.3521 1.6175
C 2.7933 -1.7592 -2.0152
C 3.9247 -1.2021 -2.5939
C 4.7672 -2.0180 -3.3332
C 4.4734 -3.3679 -3.4816
C 3.3336 -3.9080 -2.9024
C 2.4794 -3.1033 -2.1630
H -1.4601 0.2576 -2.5113
H -1.7917 0.7647 -4.9275
H -1.8276 3.1141 -5.6963
H -1.5262 4.9584 -4.0781
H -1.1703 4.4543 -1.6866
H -3.4983 1.7603 0.8110
H -4.8574 3.3923 2.1176
H -3.9067 5.6003 2.6912
H -1.6189 6.1924 1.9765
H -0.2725 4.5659 0.6728
H 4.5356 1.8333 -1.3470
H 6.5089 2.3055 0.0728
H 6.1941 3.0836 2.3977
H 3.9192 3.3816 3.3108
H 1.9377 2.9016 1.8793
H 2.0934 4.8016 -0.7665
H 2.2522 6.5233 -2.5426
H 2.1977 5.8460 -4.9200
H 1.9886 3.4643 -5.5290
H 1.8405 1.7354 -3.7414
H 4.2846 -1.5330 0.0728
H 5.1390 -1.3764 2.3809
H 3.6656 -0.5790 4.1967
H 1.3210 0.0417 3.7104
H 0.4515 -0.1162 1.4077
H 4.1300 -0.1484 -2.4793
H 5.6499 -1.5987 -3.7976
H 5.1344 -3.9996 -4.0605
H 3.0993 -4.9559 -3.0295
H 1.5689 -3.4969 -1.7246
O -3.4578 -3.4690 1.6688
C -4.6177 -3.9528 1.0310
C -4.3772 -4.1916 -0.4587
C -5.5373 -5.1306 -0.8632
O -5.6155 -5.4124 -2.2500
C -4.5333 -2.9285 -1.3152
Se -3.7068 -1.2314 -0.7717
C -3.0834 -4.9555 -0.7442
Se -1.3182 -4.0853 -0.7371
H -3.6694 -3.1816 2.5619
H -5.4576 -3.2535 1.1405
H -4.9137 -4.9098 1.4858
H -6.4815 -4.6939 -0.5095
H -5.4085 -6.0967 -0.3729
H -5.7546 -4.5837 -2.7178
H -5.5971 -2.6732 -1.3666
H -4.1827 -3.1345 -2.3277
H -3.1707 -5.3760 -1.7453
H -3.0146 -5.7913 -0.0435
Cl -2.1998 -3.0306 8.3086
C -1.7073 -2.8821 6.6447
C -0.6070 -3.5953 6.1964
C -0.2187 -3.4715 4.8721
C -0.9209 -2.6462 4.0051
C -2.0234 -1.9389 4.4730
C -2.4233 -2.0528 5.7968
C -0.4732 -2.5269 2.5717
O 0.5396 -3.0910 2.1939
O -1.2136 -1.7342 1.8550
H -0.0700 -4.2392 6.8790
H 0.6325 -4.0147 4.4835
H -2.5568 -1.2927 3.7868
H -3.2774 -1.5061 6.1719

spin multiplicity: 3
HOMO-LUMO gap (spin up / spin down): 5.5 / 5.8 eV
expectation value of S²: 2.026
total charge: 0
E_HOMO (spin up / spin down): -5.91 / -6.23 eV
energy: -9776.9289 a.u.